Entry 1:
A cluster of 2 separate species, C36H39N3O8 in total at a distorted geometry. Source: OMol25; level of theory: ωB97M-V/def2-TZVPD.

```
86
C36H39N3O8 | OMol25 | ωB97M-V/def2-TZVPD
C -2.98 -4.87 3.35
N -2.01 -3.88 2.94
C -0.79 -3.79 3.56
O -0.46 -4.41 4.57
C 0.05 -2.76 2.79
C 1.38 -3.33 2.31
C 2.31 -3.66 3.45
C 2.83 -4.95 3.57
C 3.64 -5.27 4.67
C 3.96 -4.29 5.61
C 3.47 -2.98 5.46
C 2.65 -2.67 4.37
N -0.87 -2.37 1.71
C -0.48 -1.46 0.79
C -1.20 -1.20 -0.37
C -0.95 -0.17 -1.27
C -1.77 0.00 -2.45
C -3.06 -0.58 -2.52
C -3.86 -0.41 -3.66
N -5.00 -1.26 -3.80
O -5.68 -1.19 -4.84
O -5.25 -2.09 -2.88
C -3.48 0.43 -4.71
C -2.19 0.97 -4.67
C -1.35 0.76 -3.58
C -2.07 -3.22 1.64
C -1.94 -4.27 0.51
C -3.39 -2.44 1.52
H -2.71 -5.24 4.34
H -3.98 -4.43 3.38
H -3.01 -5.72 2.66
H 0.24 -1.90 3.46
H 1.18 -4.24 1.72
H 1.85 -2.59 1.64
H 2.55 -5.70 2.82
H 4.00 -6.29 4.77
H 4.59 -4.54 6.46
H 3.71 -2.21 6.18
H 2.23 -1.66 4.25
H 0.45 -0.92 0.98
H -2.00 -1.89 -0.63
H -0.10 0.47 -1.09
H -3.46 -1.16 -1.69
H -4.17 0.60 -5.53
H -1.85 1.57 -5.51
H -0.34 1.18 -3.56
H -1.04 -4.88 0.66
H -2.83 -4.92 0.50
H -1.86 -3.79 -0.47
H -3.53 -1.82 2.42
H -3.41 -1.79 0.65
H -4.23 -3.15 1.45
C -2.62 6.08 -2.19
C -2.32 4.63 -1.94
O -0.90 4.55 -1.65
C -0.56 3.34 -1.16
C 0.84 3.29 -0.77
C 1.26 4.38 0.09
C 2.61 5.00 -0.16
C 3.30 4.91 -1.37
C 4.50 5.61 -1.57
C 5.01 6.44 -0.56
C 4.32 6.54 0.66
C 3.12 5.85 0.84
O 0.51 4.85 0.95
C 1.76 2.23 -1.03
O 2.71 1.92 -0.32
O 1.47 1.58 -2.20
C 2.42 0.52 -2.50
C 1.79 -0.40 -3.49
O -1.40 2.46 -0.99
H -3.68 6.18 -2.41
H -2.40 6.69 -1.31
H -2.05 6.46 -3.05
H -2.88 4.26 -1.07
H -2.55 4.00 -2.81
H 2.89 4.29 -2.18
H 5.02 5.51 -2.52
H 5.92 7.01 -0.72
H 4.68 7.18 1.47
H 2.56 5.97 1.77
H 3.33 0.99 -2.90
H 2.66 -0.01 -1.58
H 2.56 -1.06 -3.88
H 1.03 -1.01 -3.00
H 1.33 0.13 -4.33
```

Computed properties:
highest occupied orbital energy = -0.24115 Ha
energy relative to the best compared isomer or geometry (same formula, charge and spin) = 37.93 kcal/mol
total energy = -58810.647 eV
frontier orbital gap = 4.090 eV

Entry 2:
A structure of composition C36H40BNP2Sn at a distorted geometry. Source: OMol25; level of theory: ωB97M-V/def2-TZVPD.

```
81
C36H40BNP2Sn | OMol25 | ωB97M-V/def2-TZVPD
Sn -0.33 1.26 -1.26
C -2.01 1.34 -2.74
C -1.85 -0.03 -2.44
C -1.10 -0.98 -3.33
C 0.29 -0.51 -3.82
C 1.04 0.44 -2.95
C 0.91 1.87 -3.02
C -0.03 2.55 -3.96
C -1.49 1.98 -3.99
C 1.77 0.51 2.24
H -2.74 1.94 -2.18
H -2.54 -0.49 -1.72
H -1.72 -1.19 -4.21
H -0.96 -1.95 -2.82
H 0.91 -1.42 -3.93
H 0.20 -0.09 -4.82
H 1.94 0.05 -2.48
H 1.73 2.46 -2.60
H 0.37 2.57 -5.00
H -0.08 3.61 -3.66
H -2.13 2.87 -4.16
H -1.61 1.34 -4.87
H 1.24 1.46 2.03
H 2.53 0.66 3.05
H 1.07 -0.25 2.61
P -1.70 -0.70 1.20
P 2.46 0.01 0.66
C -0.28 -1.14 0.14
C 1.11 -0.95 -0.06
C -2.56 -2.25 1.35
C -2.85 -3.11 0.25
C -3.65 -4.24 0.46
C -4.12 -4.56 1.74
C -3.78 -3.74 2.83
C -2.98 -2.62 2.63
C -2.92 0.52 0.60
C -2.64 1.91 0.45
C -3.64 2.83 0.13
C -4.94 2.38 -0.11
C -5.23 1.02 -0.03
C -4.24 0.10 0.33
C 3.76 -1.12 1.09
C 3.40 -2.36 1.64
C 4.40 -3.22 2.09
C 5.74 -2.85 1.96
C 6.09 -1.61 1.42
C 5.10 -0.73 0.97
C 3.13 1.54 -0.10
C 3.10 2.68 0.74
C 3.25 3.98 0.24
C 3.66 4.16 -1.08
C 3.95 3.03 -1.86
C 3.70 1.74 -1.38
H -0.63 -1.98 -0.50
H 1.59 -1.71 -0.72
H -2.47 -2.90 -0.75
H -3.89 -4.91 -0.37
H -4.72 -5.45 1.92
H -4.09 -3.97 3.85
H -2.69 -2.00 3.49
H -1.63 2.34 0.61
H -3.39 3.88 0.02
H -5.72 3.10 -0.31
H -6.25 0.67 -0.18
H -4.51 -0.95 0.42
H 2.35 -2.68 1.68
H 4.13 -4.18 2.52
H 6.53 -3.53 2.30
H 7.13 -1.32 1.33
H 5.36 0.21 0.49
H 2.91 2.54 1.80
H 3.05 4.83 0.91
H 3.74 5.17 -1.49
H 4.30 3.19 -2.90
H 3.95 0.90 -2.03
B -1.30 -0.34 5.46
C -1.30 -0.24 3.96
N -1.29 -0.21 2.77
H -2.30 0.19 5.94
H -0.27 0.17 5.86
H -1.31 -1.55 5.65
```

Computed properties:
highest occupied orbital energy (spin up / spin down) = -0.17000 / -0.16993 Ha
energy relative to the best compared isomer or geometry (same formula, charge and spin) = 0.00 kcal/mol
total energy = -64546.666 eV
frontier orbital gap (spin up / spin down) = 4.784 / 4.781 eV

Entry 3:
A structure of composition C36H40Br2InN7O. Source: OMol25; level of theory: ωB97M-V/def2-TZVPD.

```
87
C36H40Br2InN7O | OMol25 | ωB97M-V/def2-TZVPD
In 0.13 -0.35 0.30
C 3.55 0.55 -1.14
C 3.51 0.23 0.33
C 4.74 0.25 1.02
C 4.79 0.00 2.36
C 3.60 -0.24 3.07
C 3.55 -0.48 4.47
Br 5.14 -0.50 5.49
C 2.36 -0.69 5.10
C 1.17 -0.65 4.36
Br -0.46 -0.92 5.26
C 1.14 -0.40 3.01
O -0.01 -0.34 2.34
C 2.39 -0.22 2.34
N 2.37 -0.02 0.96
H 4.04 -0.26 -1.69
H 4.14 1.45 -1.30
H 2.56 0.70 -1.55
H 5.65 0.46 0.46
H 5.74 0.00 2.88
H 2.33 -0.87 6.16
C -2.60 -0.19 -3.28
C -1.52 -1.23 -3.46
C -1.81 -2.32 -4.28
C -0.88 -3.32 -4.50
C 0.35 -3.26 -3.87
C 0.67 -2.22 -3.01
C 2.00 -2.27 -2.31
C -0.26 -1.18 -2.84
N 0.04 -0.09 -1.94
C -0.04 1.13 -2.33
C -0.09 1.56 -3.76
C -0.07 2.24 -1.27
C -0.24 3.64 -1.76
N -0.08 1.89 -0.05
C -0.09 2.84 1.06
C 1.00 3.69 1.29
C 2.23 3.74 0.41
C 0.96 4.51 2.41
C -0.13 4.51 3.26
C -1.20 3.67 3.01
C -1.19 2.81 1.92
C -2.35 1.87 1.70
H -3.57 -0.68 -3.16
H -2.69 0.45 -4.16
H -2.45 0.45 -2.41
H -2.78 -2.36 -4.76
H -1.12 -4.15 -5.17
H 1.07 -4.06 -4.01
H 2.14 -3.26 -1.86
H 2.09 -1.54 -1.52
H 2.81 -2.11 -3.02
H 0.03 0.71 -4.43
H 0.71 2.27 -3.94
H -1.03 2.07 -4.00
H -1.14 3.70 -2.37
H 0.59 3.95 -2.38
H -0.34 4.33 -0.93
H 2.57 2.74 0.17
H 3.03 4.26 0.92
H 2.05 4.28 -0.53
H 1.79 5.17 2.60
H -0.15 5.17 4.12
H -2.06 3.66 3.67
H -3.19 2.17 2.32
H -2.07 0.85 2.00
H -2.68 1.85 0.66
N 0.77 -3.23 1.54
C 0.54 -4.55 1.52
C -0.16 -4.84 0.37
C -0.33 -3.60 -0.26
N 0.24 -2.63 0.46
H 1.18 -2.68 2.28
H 0.89 -5.19 2.32
H -0.50 -5.80 0.03
H -0.83 -3.38 -1.19
C -5.25 -2.07 -0.55
N -4.47 -1.22 0.37
C -5.18 -0.56 1.49
C -3.21 -0.99 0.17
N -2.07 -0.80 0.03
H -5.75 -2.85 0.02
H -4.58 -2.54 -1.27
H -5.99 -1.47 -1.08
H -5.81 -1.30 1.98
H -5.79 0.25 1.13
H -4.45 -0.19 2.21
```

Computed properties:
highest occupied orbital energy = -0.46368 Ha
energy relative to the best compared isomer or geometry (same formula, charge and spin) = 6.69 kcal/mol
total energy = -195707.574 eV
frontier orbital gap = 6.260 eV
charge = +2

Entry 4:
A structure of composition C36H40EuN5O3S at a distorted geometry. Source: OMol25; level of theory: ωB97M-V/def2-TZVPD.

```
86
C36H40EuN5O3S | OMol25 | ωB97M-V/def2-TZVPD
Eu -0.39 0.59 0.20
C -2.53 2.03 -2.87
C -1.60 3.01 -2.13
C -0.09 2.74 -2.40
N 0.63 2.11 -1.29
C 1.26 2.88 -0.40
C 1.09 4.28 -0.37
C 1.75 5.29 0.33
C 2.84 5.22 1.17
C 3.47 4.05 1.59
C 3.13 2.74 1.35
C 2.09 2.13 0.61
N 1.81 0.85 0.72
C 2.40 0.02 1.77
C 1.66 -1.33 1.94
C 0.28 -1.29 2.65
N -0.81 -1.01 1.73
C -2.07 -0.93 2.15
C -2.41 -1.22 3.49
C -3.60 -1.16 4.19
C -4.88 -0.88 3.74
C -5.25 -0.62 2.43
C -4.46 -0.51 1.30
C -3.06 -0.54 1.10
N -2.52 -0.23 -0.07
C -3.34 0.22 -1.18
C -2.43 0.57 -2.39
H -2.30 2.07 -3.94
H -3.56 2.38 -2.75
H -1.79 2.95 -1.06
H -1.85 4.02 -2.45
H 0.40 3.67 -2.71
H -0.03 2.06 -3.25
H 0.27 4.64 -0.97
H 1.35 6.28 0.15
H 3.22 6.16 1.55
H 4.32 4.20 2.24
H 3.78 2.02 1.85
H 2.39 0.54 2.73
H 3.44 -0.22 1.52
H 2.31 -1.96 2.54
H 1.53 -1.81 0.97
H 0.32 -0.53 3.45
H 0.13 -2.27 3.12
H -1.56 -1.49 4.11
H -3.53 -1.38 5.25
H -5.67 -0.88 4.48
H -6.31 -0.47 2.26
H -5.03 -0.30 0.40
H -3.94 1.09 -0.90
H -4.04 -0.57 -1.48
H -2.68 -0.09 -3.22
H -1.40 0.36 -2.11
O 0.73 -1.02 -1.28
S 2.16 -0.79 -1.68
C 2.11 -0.09 -3.39
C 1.50 -0.95 -4.46
C 0.21 -1.45 -4.35
C -0.32 -2.25 -5.36
C 0.43 -2.54 -6.49
C 1.71 -2.03 -6.61
C 2.24 -1.24 -5.60
C 2.80 -2.45 -2.16
C 3.12 -3.22 -0.92
C 2.33 -4.30 -0.53
C 2.60 -5.00 0.63
C 3.67 -4.62 1.43
C 4.47 -3.54 1.06
C 4.19 -2.85 -0.11
H 3.14 0.17 -3.62
H 1.55 0.84 -3.24
H -0.38 -1.23 -3.47
H -1.32 -2.65 -5.25
H 0.01 -3.16 -7.27
H 2.30 -2.25 -7.49
H 3.25 -0.84 -5.70
H 3.70 -2.24 -2.75
H 2.05 -2.93 -2.77
H 1.48 -4.59 -1.15
H 1.98 -5.83 0.92
H 3.89 -5.17 2.34
H 5.30 -3.25 1.68
H 4.81 -2.01 -0.40
O -2.73 2.79 1.71
N -1.73 2.34 1.09
O -0.67 1.94 1.79
```

Computed properties:
highest occupied orbital energy (spin up / spin down) = -0.24809 / -0.24905 Ha
energy relative to the best compared isomer or geometry (same formula, charge and spin) = 0.00 kcal/mol
total energy = -81734.836 eV
frontier orbital gap (spin up / spin down) = 7.080 / 7.106 eV
2S+1 = 7

Entry 5:
A cluster of 10 separate species, C36H40F24O24 in total at a distorted geometry. Source: OMol25; level of theory: ωB97M-V/def2-TZVPD.

```
124
C36H40F24O24 | OMol25 | ωB97M-V/def2-TZVPD
C 5.16 1.47 2.20
C 5.66 2.84 2.70
C 4.72 4.04 2.27
F 5.04 5.30 2.67
F 4.66 4.04 0.92
F 5.65 2.72 3.99
F 6.97 2.96 2.32
O 3.78 1.26 2.37
C 3.25 0.00 2.53
C 1.76 0.08 2.67
F 1.12 -1.09 2.77
F 1.25 0.90 3.54
F 3.50 -0.79 1.47
F 3.70 -0.69 3.55
H 5.69 0.65 2.69
H 5.59 1.27 1.22
H 3.72 3.89 2.67
H 1.39 0.42 1.70
C 4.19 -4.81 -0.14
C 2.65 -5.18 -0.36
C 1.83 -4.00 0.13
F 2.09 -2.89 -0.51
F 0.47 -4.24 0.14
F 2.35 -5.55 -1.58
F 2.37 -6.24 0.44
O 4.64 -4.61 1.27
C 5.83 -3.92 1.46
C 6.33 -3.95 2.89
F 7.30 -3.08 3.14
F 5.34 -3.88 3.76
F 6.78 -4.32 0.63
F 5.48 -2.66 1.10
H 4.28 -3.87 -0.68
H 4.85 -5.56 -0.59
H 1.87 -3.77 1.19
H 6.81 -4.93 2.97
C 3.37 -1.89 -5.33
C 3.41 -0.82 -6.47
C 3.26 -1.52 -7.86
F 3.00 -0.68 -8.86
F 4.33 -2.22 -8.23
F 2.41 0.08 -6.27
F 4.60 -0.26 -6.40
O 2.17 -2.58 -5.39
C 1.63 -2.87 -4.06
C 0.43 -3.83 -4.18
F 0.75 -4.93 -4.86
F -0.11 -4.18 -2.98
F 2.55 -3.57 -3.36
F 1.33 -1.70 -3.45
H 3.59 -1.43 -4.37
H 4.15 -2.63 -5.46
H 2.44 -2.23 -7.95
H -0.45 -3.48 -4.71
C -6.08 3.73 -1.25
C -6.36 2.98 0.02
O -5.40 1.90 0.03
C -4.90 1.74 -1.17
O -4.24 0.82 -1.59
O -5.47 2.66 -1.94
H -5.36 4.53 -1.08
H -6.93 4.14 -1.80
H -7.37 2.60 -0.14
H -6.32 3.61 0.91
C -3.56 -3.39 3.65
C -3.95 -4.52 4.57
O -4.99 -5.16 3.81
C -5.43 -4.41 2.82
O -6.38 -4.66 2.10
O -4.59 -3.40 2.66
H -2.61 -3.67 3.20
H -3.60 -2.42 4.16
H -4.17 -4.18 5.58
H -3.08 -5.17 4.69
C -6.62 -0.78 2.10
C -5.31 -0.37 2.72
O -5.62 0.81 3.49
C -6.79 1.32 3.11
O -7.26 2.47 3.40
O -7.36 0.41 2.26
H -7.11 -1.59 2.64
H -6.46 -0.99 1.05
H -4.52 -0.20 1.99
H -4.98 -1.17 3.37
C -1.81 5.54 -1.10
C -1.20 4.23 -0.83
O -0.47 3.94 -1.98
C -0.45 4.97 -2.82
O 0.08 4.89 -3.94
O -1.12 6.02 -2.22
H -1.79 6.26 -0.28
H -2.87 5.44 -1.31
H -2.03 3.54 -0.66
H -0.52 4.25 0.02
C -3.00 3.36 4.27
C -2.28 2.45 3.25
O -2.29 3.16 2.07
C -3.16 4.07 2.11
O -3.54 4.81 1.24
O -3.60 4.21 3.40
H -2.36 3.95 4.92
H -3.64 2.70 4.85
H -2.77 1.48 3.18
H -1.24 2.24 3.49
C -0.87 0.93 -0.26
C -0.49 -0.47 -0.78
O -1.38 -1.24 0.02
C -1.68 -0.63 1.12
O -2.19 -1.10 2.13
O -1.48 0.66 0.92
H -1.55 1.44 -0.94
H 0.00 1.54 -0.03
H 0.55 -0.80 -0.75
H -0.73 -0.54 -1.84
C 2.73 2.41 -3.89
C 1.39 1.71 -3.70
O 1.38 1.31 -2.34
C 2.49 1.80 -1.73
O 2.68 1.87 -0.50
O 3.33 2.39 -2.60
H 2.62 3.44 -4.24
H 3.32 1.93 -4.67
H 1.30 0.83 -4.34
H 0.53 2.35 -3.90
```

Computed properties:
highest occupied orbital energy = -0.40246 Ha
total energy = -152337.402 eV
frontier orbital gap = 11.130 eV